ORCA calculation (ωB97M-V/def2-TZVPD) on the molecule C14H20ClN5O2 at a distorted geometry.

Each line ends with the Löwdin charge.
CARTESIAN COORDINATES (ANGSTROEM)
C1 0.736 -3.159 -0.353  -0.10
C2 1.005 -1.698 -0.695  -0.25
C3 2.420 -1.244 -0.332  -0.18
H1 2.534 -0.202 -0.642  0.09
H2 3.148 -1.836 -0.888  0.12
C4 2.747 -1.390 1.162  -0.14
N1 1.725 -0.827 1.997  -0.06
C5 1.330 0.464 2.170  -0.38
N2 0.258 0.461 2.942  0.07
N3 0.015 -0.813 3.228  -0.05
N4 0.854 -1.585 2.691  0.03
N5 1.972 1.552 1.670  0.08
H3 2.669 1.324 0.974  0.12
C6 1.118 2.675 1.280  -0.13
C7 0.232 2.231 0.145  -0.22
C8 0.699 2.227 -1.159  -0.08
C9 -0.069 1.637 -2.146  -0.58
C10 -1.292 1.014 -1.884  -0.23
C11 -1.753 1.015 -0.550  -0.19
C12 -0.990 1.637 0.430  0.01
H4 -1.327 1.638 1.453  0.10
O1 -2.930 0.380 -0.272  -0.11
C13 -3.337 0.270 1.075  -0.06
H5 -4.237 -0.342 1.050  0.10
H6 -2.579 -0.224 1.690  0.09
H7 -3.575 1.247 1.503  0.10
O2 -1.889 0.463 -2.971  -0.11
C14 -3.151 -0.160 -2.889  -0.06
H8 -3.384 -0.454 -3.913  0.10
H9 -3.124 -1.046 -2.253  0.10
H10 -3.917 0.526 -2.523  0.10
Cl1 0.510 1.624 -3.772  0.73
H11 1.644 2.678 -1.419  0.11
H12 0.528 2.949 2.154  0.12
H13 1.768 3.502 0.993  0.12
H14 2.808 -2.445 1.434  0.12
H15 3.706 -0.913 1.390  0.13
H16 0.275 -1.065 -0.184  0.09
H17 0.867 -1.540 -1.767  0.11
H18 -0.227 -3.463 -0.757  0.07
H19 0.709 -3.307 0.723  0.05
H20 1.504 -3.800 -0.781  0.08

E	-38908.9064	eV
SMILES	CCCCn1nnnc1NCc1cc(Cl)c(OC)c(OC)c1
E_HOMO	-8.30	eV
charge	0
gap between HOMO and LUMO	8.92	eV

---

ORCA calculation (ωB97M-V/def2-TZVPD) on a cluster of 2 separate species, C14H20ClNO5S in total at a distorted geometry.

Each line ends with the Löwdin charge.
CARTESIAN COORDINATES (ANGSTROEM)
C1 -0.765 0.466 2.103  -0.01
N1 -0.195 1.179 0.956  -0.22
C2 1.270 1.430 0.998  -0.03
C3 -0.899 1.345 -0.127  -0.49
Cl1 -0.222 1.856 -1.586  0.81
H1 -0.078 0.583 2.938  0.09
H2 -1.739 0.886 2.381  0.10
H3 -0.867 -0.609 1.904  0.11
H4 1.562 1.289 2.035  0.08
H5 1.802 0.705 0.370  0.10
H6 1.486 2.457 0.695  0.09
H7 -1.932 1.002 -0.197  0.06
C4 -2.281 6.017 -2.771  -0.08
C5 -3.183 5.878 -1.581  -0.22
O1 -3.205 4.450 -1.322  -0.05
C6 -3.993 4.154 -0.283  -0.51
C7 -4.169 2.693 -0.030  -0.30
O2 -5.018 2.367 0.937  -0.19
C8 -5.093 3.061 2.225  -0.03
S1 -4.447 1.728 -1.593  0.74
C9 -5.844 0.680 -1.162  -0.27
C10 -5.585 -0.653 -0.855  -0.07
C11 -6.633 -1.493 -0.471  -0.08
C12 -7.950 -1.018 -0.418  -0.08
C13 -8.202 0.307 -0.797  -0.08
C14 -7.158 1.165 -1.162  -0.04
O3 -5.030 2.667 -2.527  -0.32
O4 -3.340 0.877 -1.941  -0.37
O5 -4.611 5.033 0.328  0.03
H8 -2.179 7.064 -3.056  0.07
H9 -1.291 5.608 -2.552  0.07
H10 -2.670 5.459 -3.628  0.08
H11 -2.762 6.375 -0.698  0.13
H12 -4.194 6.240 -1.803  0.13
H13 -6.028 2.708 2.676  0.09
H14 -4.213 2.747 2.799  0.07
H15 -5.129 4.145 2.078  0.07
H16 -4.554 -1.004 -0.906  0.10
H17 -6.400 -2.525 -0.212  0.10
H18 -8.759 -1.687 -0.101  0.10
H19 -9.233 0.668 -0.792  0.10
H20 -7.377 2.199 -1.439  0.12

E	-49922.5581	eV
E_HOMO	-5.64	eV
charge	0
gap between HOMO and LUMO	4.64	eV

---

ORCA calculation (ωB97M-V/def2-TZVPD) on a structure of composition C14H20N at a distorted geometry.

Each line ends with the Löwdin charge.
CARTESIAN COORDINATES (ANGSTROEM)
C1 1.467 2.138 0.885  0.19
C2 -0.389 1.479 -1.233  0.12
C3 1.596 -1.565 1.328  -0.06
C4 -3.224 -1.489 -0.478  0.03
C5 0.692 -2.482 0.466  -0.15
C6 1.287 0.849 0.417  -0.22
C7 0.077 0.557 -0.383  -0.25
C8 2.005 -0.330 0.634  -0.06
C9 -2.588 -0.354 -0.351  -0.15
C10 -0.626 -0.625 -0.107  -0.10
C11 3.163 0.179 -1.592  -0.03
C12 -3.630 1.131 1.310  -0.05
C13 3.261 -0.326 -0.099  -0.13
C14 -3.064 0.987 -0.105  -0.27
N1 -0.503 -1.757 0.319  0.08
H1 2.419 2.536 1.196  0.08
H2 0.701 2.931 0.704  0.11
H3 -1.135 1.089 -1.883  0.09
H4 0.222 2.316 -1.456  0.09
H5 2.582 -2.143 1.559  0.18
H6 0.912 -1.424 2.180  0.15
H7 -4.226 -1.567 -0.864  0.08
H8 -2.724 -2.432 -0.717  0.07
H9 1.205 -2.837 -0.462  0.15
H10 0.423 -3.366 0.971  0.11
H11 3.853 -0.314 -2.355  0.13
H12 2.212 0.048 -1.928  0.03
H13 3.326 1.210 -1.672  0.06
H14 -2.762 1.354 1.951  0.09
H15 -4.324 1.912 1.243  0.07
H16 -3.985 0.186 1.514  0.05
H17 3.890 -1.307 -0.235  0.17
H18 3.993 0.349 0.309  0.14
H19 -2.276 1.789 -0.347  0.11
H20 -3.832 1.278 -0.718  0.09

E	-16318.0029	eV
energy relative to the best compared isomer or geometry (same formula, charge and spin)	827.3	kJ/mol
E_HOMO (spin up / spin down)	-11.77 / -11.77	eV
charge	+1
gap between HOMO and LUMO (spin up / spin down)	5.72 / 5.72	eV

---

ORCA calculation (ωB97M-V/def2-TZVPD) on a cluster of 2 separate species, C14H20N2O in total at a distorted geometry.

Each line ends with the Löwdin spin population.
CARTESIAN COORDINATES (ANGSTROEM)
C1 2.481 -2.489 0.528  0.00
C2 1.633 -2.855 -0.776  0.00
C3 1.415 -1.672 2.749  0.00
C4 2.513 0.211 -0.328  0.00
C5 2.095 -0.087 1.113  0.00
O1 1.911 0.753 1.954  0.00
N1 1.753 -1.484 1.288  0.00
H1 2.712 -3.347 1.209  0.00
H2 3.490 -2.378 0.165  0.00
H3 1.736 -2.094 -1.654  0.00
H4 0.547 -3.135 -0.559  0.00
H5 0.650 -0.955 2.920  0.00
H6 1.576 0.226 -0.907  0.00
H7 2.224 -3.799 -1.142  0.00
H8 0.815 -2.574 2.754  0.00
H9 2.310 -1.707 3.293  0.00
H10 2.794 1.265 -0.495  0.00
H11 3.307 -0.302 -0.797  0.00
C6 -3.551 0.940 1.461  0.05
C7 -1.332 2.217 -1.148  0.01
C8 -2.000 1.184 -0.525  0.02
C9 -2.555 1.701 0.737  0.27
C10 -2.045 3.013 0.781  0.17
C11 -0.817 2.107 -2.447  0.06
C12 -0.899 0.827 -3.028  0.07
C13 -1.326 -0.288 -2.330  0.01
C14 -1.825 -0.065 -1.014  0.11
N2 -1.304 3.350 -0.313  0.18
H12 -0.478 2.979 -2.969  0.00
H13 -0.423 0.659 -3.985  0.00
H14 -0.720 4.160 -0.251  0.00
H15 -1.424 -1.327 -2.571  0.00
H16 -2.104 3.733 1.585  0.00
H17 -2.001 -0.954 -0.429  0.01
H18 -3.045 0.476 2.345  0.03
H19 -3.861 0.063 0.889  0.00
H20 -4.253 1.651 1.899  0.01

E	-19860.9854	eV
energy relative to the best compared isomer or geometry (same formula, charge and spin)	173.0	kJ/mol
E_HOMO (spin up / spin down)	-11.59 / -11.59	eV
spin multiplicity	2
charge	+1
gap between HOMO and LUMO (spin up / spin down)	8.04 / 4.69	eV

---

ORCA calculation (ωB97M-V/def2-TZVPD) on the molecule C14H20N2O4 at a distorted geometry.

Each line ends with the Löwdin charge.
CARTESIAN COORDINATES (ANGSTROEM)
C1 0.258 1.260 1.725  -0.30
C2 -0.898 0.645 0.932  -0.53
C3 1.690 1.001 1.063  -0.08
C4 1.711 1.657 -0.303  -0.25
C5 1.055 2.892 -0.511  -0.02
C6 2.592 1.160 -1.252  -0.03
C7 1.192 3.551 -1.753  0.04
C8 2.764 1.824 -2.501  -0.03
C9 2.137 3.025 -2.759  -0.36
C10 -1.952 -1.518 0.684  -0.21
C11 -2.184 -1.990 2.065  -0.46
C12 -1.623 -2.685 -0.293  -0.31
C13 -1.704 -1.897 -1.725  -0.03
C14 -0.250 -3.205 0.006  -0.07
H1 -0.846 0.744 3.446  0.13
H2 0.614 -0.252 3.134  0.06
H3 0.041 2.268 1.952  0.11
H4 2.397 1.510 1.724  0.12
H5 1.910 -0.097 1.001  0.12
H6 0.461 3.145 0.330  0.09
H7 2.919 0.130 -1.203  0.10
H8 0.640 4.495 -2.024  0.12
H9 3.471 1.544 -3.250  0.10
H10 2.220 3.028 -4.607  0.14
H11 0.069 -0.978 0.899  0.10
H12 -2.900 -1.001 0.404  0.16
H13 -2.458 -3.480 -0.268  0.17
H14 -1.840 -2.681 -2.441  0.05
H15 -0.649 -1.443 -1.962  0.11
H16 -2.528 -1.233 -1.624  0.06
H17 -0.185 -3.536 1.016  0.07
H18 0.171 -3.940 -0.744  0.11
H19 0.409 -2.332 -0.093  0.07
H20 -3.679 -2.352 3.143  0.15
N1 0.199 0.683 3.114  0.04
N2 -0.800 -0.593 0.599  0.13
O1 -1.856 1.368 0.801  0.09
O2 2.358 3.702 -3.887  0.03
O3 -1.401 -2.247 2.987  0.09
O4 -3.524 -2.174 2.174  0.10

E	-26011.4996	eV
energy relative to the best compared isomer or geometry (same formula, charge and spin)	305.0	kJ/mol
SMILES	CC(C)[C@H](NC(=O)[C@@H](N)Cc1ccc(O)cc1)C(=O)O
E_HOMO	-8.62	eV
charge	0
gap between HOMO and LUMO	9.20	eV

---

ORCA calculation (ωB97M-V/def2-TZVPD) on the molecule C14H20N2O6S2 at a distorted geometry.

Each line ends with the Löwdin charge.
CARTESIAN COORDINATES (ANGSTROEM)
C1 -3.663 -1.250 2.109  0.01
C2 -2.846 -0.212 2.124  -0.17
C3 -3.306 1.200 1.885  -0.23
N1 -3.402 1.533 0.475  -0.12
S1 -1.973 1.787 -0.325  0.65
O1 -1.183 2.689 0.461  -0.29
O2 -2.304 2.155 -1.666  -0.27
C4 -1.097 0.223 -0.360  -0.20
C5 0.213 0.203 0.045  -0.06
C6 0.989 -0.944 -0.002  -0.15
C7 0.393 -2.133 -0.439  -0.23
C8 -0.950 -2.100 -0.863  0.09
C9 -1.702 -0.941 -0.843  -0.27
O3 -2.995 -0.839 -1.213  -0.10
C10 -3.631 -1.973 -1.770  -0.05
H1 -3.709 -2.781 -1.037  0.10
H2 -3.103 -2.329 -2.657  0.10
H3 -4.628 -1.639 -2.052  0.10
H4 -1.359 -3.039 -1.199  0.13
O4 0.913 -3.362 -0.504  -0.05
C11 2.192 -3.696 0.010  -0.05
H5 2.214 -4.785 0.011  0.10
H6 2.332 -3.317 1.023  0.08
H7 2.989 -3.307 -0.625  0.08
S2 2.722 -0.718 0.472  0.65
O5 2.905 -1.269 1.785  -0.29
O6 3.549 -1.188 -0.601  -0.29
N2 2.982 0.895 0.597  -0.15
H8 2.620 1.339 1.424  0.12
C12 3.125 1.719 -0.585  -0.24
C13 4.115 2.816 -0.338  -0.16
C14 3.860 4.095 -0.539  0.02
H9 4.596 4.858 -0.357  0.05
H10 2.903 4.429 -0.906  0.06
H11 5.073 2.485 0.037  0.10
H12 2.167 2.140 -0.919  0.12
H13 3.503 1.038 -1.354  0.12
H14 0.615 1.131 0.415  0.10
H15 -3.994 0.919 -0.063  0.10
H16 -4.293 1.362 2.329  0.12
H17 -2.599 1.918 2.303  0.11
H18 -1.784 -0.353 2.269  0.10
H19 -3.309 -2.257 2.250  0.06
H20 -4.725 -1.131 1.966  0.06

E	-51774.9399	eV
energy relative to the best compared isomer or geometry (same formula, charge and spin)	320.4	kJ/mol
SMILES	C=CCNS(=O)(=O)c1cc(S(=O)(=O)NCC=C)c(OC)cc1OC
E_HOMO	-9.12	eV
charge	0
gap between HOMO and LUMO	9.60	eV